(1)
Entry from the Open Molecules 2025 dataset: 3 unconnected molecules or ions with the total composition C2H11NO3 (ωB97M-V/def2-TZVPD).

Atoms and positions in Å:
H 1.906 0.130 -2.489
O -2.119 0.849 1.632
O 1.315 0.446 1.634
C 2.020 0.393 0.367
H 0.321 0.935 -2.545
H -1.242 0.649 1.976
H -3.774 -2.370 0.939
H 2.367 -0.634 0.253
H 0.328 1.256 -0.319
H -2.042 0.732 0.692
O -3.501 -2.585 0.029
H 2.975 0.948 0.457
H 0.378 -0.679 -1.897
H 2.075 0.618 2.198
N 1.159 0.825 -0.656
H -3.115 -1.757 -0.289
C 0.950 0.243 -1.983

Results
DFT total energy   -9883.9221 eV
Strongest force on any atom   1.3 eV/Å
Spin multiplicity   1
Highest occupied orbital energy   -8.77 eV
Charge   0

These are the Löwdin partial charges, in e, on atoms 1 to 6: 0.077 -0.048 -0.064 -0.312 0.077 0.018

---

(2)
Entry from the Open Molecules 2025 dataset: 4 unconnected molecules or ions with the total composition C2H11NO3 (ωB97M-V/def2-TZVPD).

Atoms and positions in Å:
H -1.667 -2.346 1.281
H 0.596 2.498 2.012
H -0.873 -1.199 2.528
O -2.174 0.108 -5.895
H -3.066 0.384 -5.757
C -1.019 -0.014 -0.053
H -2.098 0.058 0.148
O 1.485 2.303 2.346
H 4.148 -0.367 0.963
H 1.951 2.733 1.612
C -0.830 -1.714 1.572
H -1.706 0.774 -5.411
H 0.002 -2.416 1.700
H -0.662 0.727 -0.765
N -0.266 -0.779 0.594
H 2.638 -0.459 1.421
O 3.541 -0.290 1.704

Results
DFT total energy   -9883.4916 eV
Strongest force on any atom   2.1 eV/Å
Spin multiplicity   1
Highest occupied orbital energy   -9.85 eV
Charge   0

These are the Löwdin partial charges, in e, on atoms 1 to 6: 0.075 0.028 0.079 -0.036 0.017 -0.096

---

(3)
Entry from the Open Molecules 2025 dataset: 3 unconnected molecules or ions with the total composition C2H11NO3 (ωB97M-V/def2-TZVPD).

Atoms and positions in Å:
H 1.084 0.045 -1.216
C -0.394 -1.011 1.124
H -0.480 -1.587 2.030
O 0.455 0.051 -1.957
H 2.104 -0.977 0.141
H -2.417 0.259 -1.533
H 0.571 0.853 -2.475
H 2.437 0.555 0.247
O -1.659 -0.458 0.863
H 1.267 -0.001 2.155
H 0.286 0.997 1.275
H -1.475 1.492 -1.377
H -0.166 -1.717 0.326
O -2.375 1.178 -1.244
H -1.630 0.375 0.367
N 1.664 -0.073 0.060
C 0.726 0.018 1.214

Results
DFT total energy   -9884.2038 eV
Strongest force on any atom   3.3 eV/Å
Spin multiplicity   1
Highest occupied orbital energy   -9.95 eV
Charge   0

These are the Löwdin partial charges, in e, on atoms 1 to 6: -0.119 -0.255 0.109 -0.099 0.105 0.053

---

(4)
Entry from the Open Molecules 2025 dataset: 4 unconnected molecules or ions with the total composition C2H11NO4 (ωB97M-V/def2-TZVPD).

Atoms and positions in Å:
N -0.228 0.523 -1.548
H 0.190 -3.360 2.483
H -0.161 -1.284 -2.603
H -0.635 0.140 1.783
H 1.390 -0.565 -2.300
H -1.229 0.611 -1.589
C 0.427 1.683 -1.366
O -0.097 2.715 -0.971
H 1.509 1.621 -1.593
H 0.823 -2.428 1.547
H -2.149 2.497 1.251
O -1.801 1.605 1.118
O 1.073 -3.131 2.165
H -1.106 1.795 0.465
O 0.219 -0.304 1.646
H 0.572 -1.334 -0.988
H 0.794 -0.054 2.374
C 0.410 -0.731 -1.873

Results
DFT total energy   -11932.9045 eV
Strongest force on any atom   0.7 eV/Å
Spin multiplicity   1
Highest occupied orbital energy   -10.18 eV
Charge   0

These are the Löwdin partial charges, in e, on atoms 1 to 6: -0.015 0.034 0.083 0.017 0.082 0.145

---

(5)
Entry from the Open Molecules 2025 dataset: 4 unconnected molecules or ions with the total composition C2H11NO4 (ωB97M-V/def2-TZVPD).

Atoms and positions in Å:
O 1.048 1.451 1.229
H 3.615 0.451 1.204
H -2.368 -0.978 -1.561
O -2.996 0.016 0.335
H -0.370 0.974 -1.191
H -1.478 2.094 -1.006
O -0.997 1.535 -1.651
H -2.410 -2.428 -1.167
C 2.831 -0.069 0.639
H 3.106 -0.408 -0.383
H 1.353 -1.392 1.103
H -3.716 -0.370 0.873
H -3.543 0.664 -0.152
C 1.838 1.105 0.404
H 2.216 -1.030 2.430
H 1.726 1.444 -0.656
N 2.251 -1.195 1.424
O -2.103 -1.866 -1.875

Results
DFT total energy   -11931.4703 eV
Strongest force on any atom   2.7 eV/Å
Spin multiplicity   1
Highest occupied orbital energy   -9.38 eV
Charge   0

These are the Löwdin partial charges, in e, on atoms 1 to 6: 0.048 0.116 0.001 -0.070 0.003 0.053

---

(6)
Entry from the Open Molecules 2025 dataset: 4 unconnected molecules or ions with the total composition C2H11NO5 (ωB97M-V/def2-TZVPD).

Atoms and positions in Å:
O 0.367 -2.735 0.537
O 1.491 -0.974 -1.253
H -1.043 -1.657 -2.383
O -1.169 2.232 -0.239
C 0.911 1.644 0.906
H -2.378 -1.534 -1.552
C -0.534 1.349 0.573
H 1.126 0.128 2.301
H 0.774 -0.339 -1.408
H 0.543 -2.371 -0.342
H -0.110 -2.087 1.059
H 1.646 -1.164 -2.191
H 1.645 -0.382 0.820
O -1.659 -1.056 -1.967
H 1.075 2.413 1.693
H -2.015 1.853 -0.551
N 1.565 0.435 1.440
H 1.555 1.793 0.023
O -1.041 0.300 0.867

Results
DFT total energy   -13980.0453 eV
Strongest force on any atom   2.4 eV/Å
Spin multiplicity   1
Highest occupied orbital energy   -9.31 eV
Charge   0

These are the Löwdin partial charges, in e, on atoms 1 to 6: -0.072 -0.052 0.026 0.093 -0.166 0.047

---

(7)
Entry from the Open Molecules 2025 dataset: 4 unconnected molecules or ions with the total composition C2H11O3S (ωB97M-V/def2-TZVPD).

Atoms and positions in Å:
H 0.662 2.301 1.520
H -1.318 -0.543 -0.607
S 1.094 -0.644 0.024
H -0.992 1.408 1.891
H -0.713 1.684 -1.034
H 0.722 -3.779 1.680
O 1.051 2.453 0.623
H 0.767 -3.043 0.281
H 0.569 1.299 -2.204
H -0.960 1.006 -2.663
O -0.709 0.671 2.365
H -0.550 0.019 1.606
O 0.350 -3.861 0.767
H -0.278 -1.104 -1.867
C -0.343 -0.348 -1.095
H 1.052 1.491 0.453
C -0.405 0.988 -1.740

Results
DFT total energy   -19231.4279 eV
Strongest force on any atom   2.9 eV/Å
Spin multiplicity   1
Highest occupied orbital energy   -3.56 eV
Charge   -1

These are the Löwdin partial charges, in e, on atoms 1 to 6: 0.016 0.056 0.376 -0.035 0.022 0.023

---

(8)
Entry from the Open Molecules 2025 dataset: 4 unconnected molecules or ions with the total composition C2H11O4 (ωB97M-V/def2-TZVPD).

Atoms and positions in Å:
O 3.062 0.077 1.063
H -0.069 -1.249 1.223
H 2.123 -0.081 0.700
H 3.261 -0.361 1.902
H -1.760 0.017 -0.475
H -2.000 2.030 -0.278
O 0.573 -0.229 0.118
O -0.403 -0.676 -3.217
H 0.292 1.780 0.735
H -0.454 -1.421 -2.685
H -1.954 0.802 0.986
O -0.635 -1.607 1.941
C -1.515 0.983 -0.013
C 0.017 1.081 -0.049
H -0.217 0.012 -2.503
H -0.719 -2.485 1.648
H 0.399 1.328 -1.096

Results
DFT total energy   -10442.6576 eV
Strongest force on any atom   3.5 eV/Å
Spin multiplicity   1
Highest occupied orbital energy   -4.01 eV
Charge   -1

These are the Löwdin partial charges, in e, on atoms 1 to 6: -0.160 -0.035 -0.012 -0.002 0.056 0.089

---

(9)
Entry from the Open Molecules 2025 dataset: 4 unconnected molecules or ions with the total composition C2H11O4 (ωB97M-V/def2-TZVPD).

Atoms and positions in Å:
H 1.284 1.804 1.836
H -0.132 -0.531 -1.638
O -0.040 -0.836 -2.582
H 1.258 0.933 -0.514
O -0.153 -0.537 0.032
H -0.371 -3.043 0.568
H -0.385 -1.764 -2.488
H -0.091 0.545 2.167
H -0.488 2.007 1.252
H -0.060 -1.984 1.405
H 1.739 -0.240 0.635
C 0.367 1.194 1.460
O -1.376 1.864 -1.289
O -0.690 -2.804 1.488
C 0.832 0.375 0.318
H -0.780 1.881 -1.942
H -0.912 1.135 -0.709

Results
DFT total energy   -10442.2320 eV
Strongest force on any atom   5.8 eV/Å
Spin multiplicity   1
Highest occupied orbital energy   -4.11 eV
Charge   -1

These are the Löwdin partial charges, in e, on atoms 1 to 6: 0.082 -0.042 -0.152 0.086 -0.359 0.032

---

(10)
Entry from the Open Molecules 2025 dataset: a molecular structure, C2H12BaClN2 (ωB97M-V/def2-TZVPD).

Atoms and positions in Å:
Ba -0.529 0.236 0.276
H -2.165 2.524 0.282
H -2.081 1.861 1.802
H 0.567 -3.304 0.211
Cl 2.115 -1.295 2.577
H 2.421 0.950 1.911
H -1.896 0.869 -2.222
H 2.849 -0.220 0.604
C 2.132 0.005 1.417
H -0.085 -2.968 -1.360
N -1.582 2.158 0.985
C 0.308 -2.465 -0.445
H -0.465 1.687 -2.221
H -0.558 -1.903 -0.033
H -0.499 0.078 -2.538
H -0.817 2.763 1.220
H 1.200 -1.790 -0.493
N -0.917 0.815 -1.970

Results
DFT total energy   -18460.9426 eV
Strongest force on any atom   4.2 eV/Å
Spin multiplicity   1
Highest occupied orbital energy   -0.56 eV
Charge   -1

These are the Löwdin partial charges, in e, on atoms 1 to 6: 0.782 -0.031 -0.010 0.024 0.283 -0.080

---

(11)
Entry from the Open Molecules 2025 dataset: a molecular structure, C2H12HfN3O (ωB97M-V/def2-TZVPD).

Atoms and positions in Å:
N 1.359 -1.791 -2.185
Hf 0.049 0.033 -1.415
N 0.009 1.165 2.549
C -1.097 1.741 -0.876
H -1.552 2.257 -1.750
H 1.251 -2.635 -1.598
H 1.024 -1.980 -3.143
H 0.007 1.179 3.552
H -0.009 -1.204 3.567
H 0.185 0.724 -3.007
N -0.011 -1.188 2.575
O 0.078 -0.115 0.662
H -0.338 2.391 -0.358
C 0.013 -0.021 1.905
H -0.014 -2.018 1.998
H 2.344 -1.490 -2.215
H -1.871 1.456 -0.113
H 0.013 2.024 2.002
H -1.440 -0.527 -2.150

Results
DFT total energy   -10085.8254 eV
Strongest force on any atom   1.9 eV/Å
Spin multiplicity   1
Highest occupied orbital energy   -12.28 eV
Charge   +1

These are the Löwdin partial charges, in e, on atoms 1 to 6: -0.059 1.301 0.232 -0.398 0.003 0.075

---

(12)
Entry from the Open Molecules 2025 dataset: 3 unconnected molecules or ions with the total composition C2H12N2O2 (ωB97M-V/def2-TZVPD).

Atoms and positions in Å:
H 0.423 1.072 -2.773
H 1.524 -1.974 0.558
H 2.079 0.663 -2.728
H -1.997 0.877 2.094
N -1.064 -0.397 0.506
H 1.576 1.851 -1.624
C 1.248 0.903 -2.055
H -0.811 1.227 -0.902
H -2.475 1.202 3.474
H 0.449 -0.857 -1.446
H -0.363 -0.836 1.097
O -2.374 1.606 2.609
C -0.258 0.554 -0.240
N 0.867 -0.032 -1.028
H 0.151 1.250 0.497
O 0.896 -2.682 0.805
H -1.325 -1.141 -0.138
H 1.455 -3.287 1.293

Results
DFT total energy   -9343.4261 eV
Strongest force on any atom   1.5 eV/Å
Spin multiplicity   1
Highest occupied orbital energy   -9.40 eV
Charge   0

These are the Löwdin partial charges, in e, on atoms 1 to 6: 0.081 0.036 0.074 -0.014 0.017 0.082

---

(13)
Entry from the Open Molecules 2025 dataset: 4 unconnected molecules or ions with the total composition C2H12N2O3 (ωB97M-V/def2-TZVPD).

Atoms and positions in Å:
C -1.823 1.935 2.140
N -0.969 1.844 0.889
H -2.844 2.204 1.754
H 3.725 -2.172 -2.577
H -1.877 0.909 2.518
H -2.150 1.634 -2.016
H 2.671 -3.464 0.685
N -1.385 1.385 -1.401
H -0.415 -0.325 -0.710
C -1.624 2.013 -0.286
H -2.630 2.401 -0.120
O 1.812 -3.256 1.067
H -0.388 1.021 0.884
H 4.617 -1.168 -1.904
H -1.428 2.659 2.818
O -0.045 -1.199 -0.982
O 4.202 -2.028 -1.751
H -0.805 -1.633 -1.383
H 1.356 -2.761 0.376

Results
DFT total energy   -11390.5389 eV
Strongest force on any atom   2.9 eV/Å
Spin multiplicity   1
Highest occupied orbital energy   -9.60 eV
Charge   0

These are the Löwdin partial charges, in e, on atoms 1 to 6: -0.049 -0.055 0.081 0.034 0.085 0.036

---

(14)
Entry from the Open Molecules 2025 dataset: 2 unconnected molecules or ions with the total composition C2H12N4 (ωB97M-V/def2-TZVPD).

Atoms and positions in Å:
C -1.260 -2.121 -1.335
H -3.078 -1.737 -0.691
N -0.590 -2.803 -0.243
H 1.934 1.684 -0.310
N 0.721 0.989 1.173
H 1.149 3.715 0.081
N -2.254 -1.173 -0.817
H -1.792 -2.819 -1.992
C 1.752 1.865 0.736
H 0.399 0.183 0.686
H 0.560 0.981 2.167
N 1.440 3.284 0.952
H -2.565 -0.448 -1.457
H -0.445 -1.747 -1.947
H 2.674 1.615 1.274
H 2.323 3.739 1.154
H -1.234 -2.851 0.534
H 0.267 -2.357 0.035

Results
DFT total energy   -8228.1698 eV
Strongest force on any atom   1.2 eV/Å
Spin multiplicity   1
Highest occupied orbital energy   -8.71 eV
Charge   0

These are the Löwdin partial charges, in e, on atoms 1 to 6: -0.381 0.053 -0.012 0.097 0.000 0.054

---

Number 1: HOMO-LUMO gap 9.28 eV. Number 2: HOMO-LUMO gap 10.36 eV. Number 3: HOMO-LUMO gap 10.56 eV. Number 4: HOMO-LUMO gap 10.93 eV. Number 5: HOMO-LUMO gap 9.68 eV. Number 6: HOMO-LUMO gap 9.44 eV. Number 7: HOMO-LUMO gap 7.45 eV. Number 8: HOMO-LUMO gap 8.12 eV. Number 9: HOMO-LUMO gap 8.19 eV. Number 10: HOMO-LUMO gap 2.95 eV. Number 11: HOMO-LUMO gap 8.61 eV. Number 12: HOMO-LUMO gap 10.15 eV. Number 13: HOMO-LUMO gap 10.38 eV. Number 14: HOMO-LUMO gap 9.63 eV.